{
  "formula": "C32H46Cl2O4OsP4",
  "method": "the ωB97M-V functional and the def2-TZVPD basis",
  "multiplicity": 5,
  "total_charge": 2,
  "homo_lumo_gap_ev": [3.8, 4.3],
  "s2": 6.041,
  "homo_energy_ev": [-8.975, -12.581],
  "species": ["P", "C", "C", "H", "C", "H", "C", "H", "C", "H", "C", "H", "C", "C", "H", "C", "H", "C", "H", "C", "H", "C", "H", "C", "C", "H", "C", "H", "C", "H", "C", "H", "C", "H", "Os", "C", "C", "H", "C", "O", "H", "C", "H", "C", "Cl", "Cl", "P", "C", "H", "H", "H", "C", "H", "H", "H", "C", "H", "H", "H", "P", "C", "C", "H", "H", "H", "H", "H", "H", "C", "H", "H", "H", "H", "C", "O", "P", "O", "C", "O", "C", "H", "H", "H", "H", "H", "H", "H", "H", "H"],
  "positions_angstrom": [[-1.0603, -3.1664, -2.1892], [-2.1536, -3.7603, -0.8980], [-3.3592, -4.0575, -1.5957], [-3.6247, -3.5066, -2.4975], [-4.0840, -5.1603, -1.2139], [-4.8741, -5.4982, -1.8711], [-3.7699, -5.8281, -0.0262], [-4.3591, -6.7007, 0.2612], [-2.7264, -5.3652, 0.7780], [-2.5594, -5.8438, 1.7332], [-1.8956, -4.3295, 0.3704], [-1.1267, -3.9392, 1.0347], [-1.4563, -1.4918, -2.7228], [-2.5805, -0.7435, -2.3047], [-3.0715, -0.9564, -1.3500], [-3.0275, 0.2743, -3.1346], [-3.9146, 0.8214, -2.8556], [-2.3719, 0.5762, -4.3244], [-2.7894, 1.3121, -5.0118], [-1.1622, -0.0449, -4.6204], [-0.6266, 0.1920, -5.5275], [-0.6416, -1.0034, -3.7740], [0.3419, -1.4449, -3.9516], [0.6842, -3.3817, -1.7815], [0.9571, -4.4375, -2.6921], [0.1531, -4.9007, -3.2583], [2.2398, -4.8398, -2.9754], [2.3509, -5.5977, -3.7373], [3.3252, -4.2740, -2.3092], [4.3379, -4.6204, -2.5485], [3.0684, -3.2941, -1.3505], [3.9209, -2.8855, -0.8149], [1.7775, -2.8240, -1.0691], [1.6905, -2.0973, -0.2582], [0.0512, 1.4705, 2.5356], [0.5794, 2.8325, 1.0240], [0.6477, 2.5235, -0.2904], [0.8065, 3.8248, 1.4693], [0.4113, 1.0937, -0.6415], [1.5753, 0.5378, -1.3172], [1.4334, -0.4102, -1.4991], [0.2499, 0.4726, 0.6541], [-0.4491, 0.8587, -1.2498], [-0.0762, -0.1841, 1.7018], [0.1879, 3.2534, 4.1590], [-0.6175, -0.0836, 4.4948], [-2.3325, 1.6987, 2.3998], [-3.0494, 1.9997, 4.0489], [-2.6481, 2.9450, 4.4280], [-2.6982, 1.1886, 4.7000], [-4.1459, 2.0079, 4.0039], [-2.6708, 3.1930, 1.4107], [-2.3986, 2.9991, 0.3647], [-2.0364, 3.9990, 1.7977], [-3.7295, 3.4787, 1.4735], [-3.4056, 0.4179, 1.6562], [-3.0909, -0.5668, 2.0276], [-3.3248, 0.4292, 0.5578], [-4.4589, 0.5894, 1.9398], [1.0966, 3.7220, -1.5164], [1.0696, 5.2906, -0.6837], [-0.0747, 3.6339, -2.8592], [1.7136, 5.2463, 0.2081], [0.0302, 5.5324, -0.4101], [1.4687, 5.9891, -1.4318], [-0.1286, 2.6314, -3.3144], [0.2957, 4.3589, -3.5995], [-1.0755, 3.9389, -2.5156], [2.7341, 3.2891, -2.0880], [3.4335, 3.2415, -1.2378], [3.0163, 4.1090, -2.7642], [2.7332, 2.3226, -2.6181], [-0.2830, -1.1522, 2.1678], [2.5323, -1.1191, 4.7280], [2.6296, 0.2678, 4.3206], [2.2778, 0.7701, 2.8606], [3.1488, 2.0938, 2.5838], [3.4647, 2.9606, 3.6870], [2.8237, -0.2994, 1.8045], [3.9306, 0.0158, 0.9068], [1.8799, -1.6971, 4.0605], [2.1101, -1.1152, 5.7364], [3.5406, -1.5468, 4.7422], [3.5214, 3.9663, 3.2609], [2.6701, 2.9523, 4.4484], [4.4276, 2.6574, 4.1138], [3.5932, 0.6986, 0.1105], [4.7841, 0.4430, 1.4590], [4.2132, -0.9526, 0.4776]]
}


{
  "formula": "C32H46Cl2O5P4Tc",
  "method": "the ωB97M-V functional and the def2-TZVPD basis",
  "multiplicity": 4,
  "total_charge": 2,
  "homo_lumo_gap_ev": [7.1, 3.7],
  "de_lowest_ev": 7.613,
  "s2": 3.797,
  "homo_energy_ev": [-12.492, -12.514],
  "species": ["P", "C", "C", "H", "C", "H", "C", "H", "C", "H", "C", "H", "C", "C", "H", "C", "H", "C", "H", "C", "H", "C", "H", "C", "C", "H", "C", "H", "C", "H", "C", "H", "C", "H", "Tc", "C", "C", "H", "C", "O", "H", "C", "H", "C", "Cl", "P", "P", "C", "H", "H", "H", "C", "H", "H", "H", "C", "H", "H", "H", "C", "H", "H", "H", "C", "H", "H", "H", "C", "H", "H", "H", "P", "C", "C", "H", "H", "H", "H", "H", "H", "C", "H", "H", "H", "H", "O", "Cl", "O", "O", "O"],
  "positions_angstrom": [[1.7579, 1.1544, -3.5224], [3.1787, 1.4731, -2.4693], [4.1095, 0.7889, -3.3226], [3.7351, -0.0350, -3.9580], [5.3863, 1.3058, -3.5348], [6.0197, 0.8539, -4.3122], [5.8160, 2.3823, -2.7339], [6.8226, 2.7697, -2.9032], [4.9926, 2.9110, -1.7303], [5.4008, 3.7130, -1.1034], [3.6701, 2.4390, -1.5565], [3.0571, 2.8207, -0.7361], [1.1021, -0.5121, -3.1265], [1.7559, -1.6294, -2.5294], [2.5783, -1.4774, -1.8179], [1.3791, -2.9284, -2.9049], [1.9217, -3.7882, -2.5205], [0.3395, -3.1540, -3.8067], [0.0719, -4.1614, -4.1225], [-0.4076, -2.0714, -4.2782], [-1.2347, -2.2102, -4.9792], [-0.0915, -0.7694, -3.8720], [-0.6708, 0.0931, -4.2537], [0.4239, 2.3854, -3.0223], [0.6848, 3.1265, -4.2049], [1.6142, 2.8574, -4.7751], [-0.2071, 4.0600, -4.7302], [0.0307, 4.5235, -5.6949], [-1.3490, 4.3772, -3.9730], [-2.0181, 5.1384, -4.3685], [-1.5917, 3.7454, -2.7527], [-2.4677, 4.0599, -2.1782], [-0.7363, 2.7182, -2.2696], [-0.9732, 2.2632, -1.3030], [-0.0505, -0.0532, 2.7326], [-1.7643, -1.2386, 2.0299], [-2.0198, -1.5546, 0.7208], [-2.4283, -1.6912, 2.7891], [-1.1744, -0.8119, -0.2810], [-2.0265, 0.0927, -1.0346], [-1.6178, 0.3419, -1.8858], [-0.3530, -0.0187, 0.6219], [-0.4583, -1.3928, -0.9174], [0.1998, 1.0195, 1.2267], [2.0392, 1.2256, 3.2462], [-1.3367, 2.0766, 2.7430], [1.7364, -1.7192, 2.4398], [-0.7113, 3.0257, 4.1183], [0.3883, 2.9976, 4.0954], [-1.0564, 2.5741, 5.0546], [-1.0674, 4.0513, 3.9973], [-1.4795, 3.2753, 1.4050], [-2.2370, 2.9539, 0.6803], [-0.5142, 3.3619, 0.8925], [-1.7512, 4.2441, 1.8396], [-3.0129, 1.5627, 3.1094], [-3.0275, 1.0176, 4.0617], [-3.3700, 0.9176, 2.2974], [-3.6268, 2.4678, 3.1613], [2.6074, -1.8226, 4.0311], [1.9535, -2.2810, 4.7822], [2.8413, -0.8002, 4.3553], [3.5245, -2.4021, 3.8895], [0.9678, -3.3515, 2.2510], [0.4476, -3.3831, 1.2848], [0.2344, -3.4950, 3.0559], [1.7415, -4.1270, 2.2873], [3.0639, -1.6633, 1.2088], [3.3516, -0.6200, 1.0381], [2.7225, -2.1185, 0.2677], [3.9268, -2.2267, 1.5947], [-3.3745, -2.6478, 0.2372], [-3.8164, -3.5444, 1.6994], [-2.7398, -3.7116, -1.0451], [-4.0534, -2.8520, 2.5188], [-3.0004, -4.2327, 1.9701], [-4.7128, -4.0997, 1.4015], [-2.3709, -3.1501, -1.9168], [-3.5986, -4.3255, -1.3389], [-1.9530, -4.3672, -0.6442], [-4.6983, -1.6199, -0.3623], [-5.1447, -1.0572, 0.4708], [-5.4341, -2.3234, -0.7644], [-4.3443, -0.9344, -1.1487], [0.8816, 1.5938, 0.6029], [0.6990, 0.3731, 5.5232], [-0.4785, -0.4562, 5.7673], [-0.2953, -1.3718, 6.8551], [-1.7320, 0.2778, 5.9443], [-0.5969, -1.2086, 4.4061]]
}


Looking at calculated total energy for the records above, in order, we have -106768.9970, -108538.7937 eV.
Looking at F_max for the records above, in order, we have 6.0, 7.5 eV Å⁻¹.